Record 1
Below is a molecular structure, C41H45MoNP2, with properties calculated with ωB97M-V/def2-TZVPD.

Its frontier orbital gap (alpha / beta) is 4.5 / 4.6 eV. The total energy comes out at -65147.53592 eV. As for the spin multiplicity: 3. Its expectation value of S² is 2.06. The net charge is +2. As for the LUMO energy (alpha / beta): -0.2685 / -0.2633 hartree. Its largest force on an atom is 5.09 eV/Å.

Each line ends with the Mulliken charge.
Geometry (Å):
Mo -0.51636 0.92690 0.81002  -1.543
C -1.84845 1.05726 -3.11725  -0.514
C -1.82798 -0.26895 -2.87421  -0.581
C -1.11328 -1.27638 -3.72779  -0.592
C 0.24988 -0.81282 -4.31373  -1.738
C 1.09078 -0.00211 -3.35850  0.443
C 1.02727 1.32578 -3.22433  0.014
C 0.20831 2.21610 -4.11374  -0.971
C -1.24868 1.74250 -4.31290  -0.973
C 1.98810 0.31082 2.33069  -1.932
H -2.53065 1.70948 -2.55087  0.566
H -2.54640 -0.70944 -2.17214  1.320
H -1.77104 -1.57203 -4.56998  0.607
H -0.95156 -2.20792 -3.16020  -0.092
H 0.82145 -1.72485 -4.57160  0.558
H 0.06531 -0.27955 -5.26480  0.315
H 1.88626 -0.57745 -2.87650  0.807
H 1.74634 1.84660 -2.59820  -0.377
H 0.67207 2.33634 -5.10998  0.408
H 0.20189 3.22740 -3.68458  0.279
H -1.86860 2.64000 -4.49625  0.469
H -1.32114 1.10473 -5.21046  0.311
H 1.07671 0.90589 2.55861  0.836
H 2.86887 0.85508 2.70843  0.733
H 1.91939 -0.66263 2.81916  0.314
P -1.22380 -1.19458 0.22723  2.182
P 2.37273 0.04262 0.59032  2.150
C 0.24191 -1.57592 -0.69687  -0.342
C 1.51895 -1.04279 -0.53144  -1.622
C -2.34429 -2.56031 0.42233  0.194
C -2.53997 -3.49645 -0.61539  -0.537
C -3.37184 -4.59425 -0.39897  -0.828
C -3.97844 -4.79662 0.85354  -0.576
C -3.80952 -3.84501 1.87535  -0.941
C -3.03216 -2.71636 1.64732  0.067
C -2.33082 0.41745 -0.21294  2.064
C -1.76953 1.79023 -0.58118  -0.337
C -2.53830 2.97017 -0.37401  -1.358
C -3.91823 2.78004 -0.31081  -0.769
C -4.49258 1.49633 -0.25957  -0.792
C -3.73758 0.32781 -0.15431  -0.493
C 3.85489 -0.99821 0.90199  0.490
C 3.62114 -2.30420 1.36690  -0.060
C 4.68886 -3.16316 1.61629  -0.828
C 5.99432 -2.70847 1.38094  -0.577
C 6.23546 -1.38969 0.95828  -0.742
C 5.15823 -0.51916 0.73133  -0.548
C 2.91534 1.72451 0.13131  0.519
C 2.75819 2.88247 0.92385  -0.735
C 3.05411 4.14618 0.40253  -0.744
C 3.50619 4.27613 -0.91484  -0.604
C 3.73556 3.12384 -1.67281  -0.376
C 3.50194 1.85741 -1.13558  -1.124
H 0.16764 -2.47177 -1.32121  0.853
H 2.29381 -1.59426 -1.08966  1.244
H -2.06100 -3.34811 -1.58204  0.203
H -3.54851 -5.31433 -1.20524  0.454
H -4.58648 -5.69356 1.03622  0.402
H -4.29146 -3.99602 2.84710  0.469
H -2.95526 -1.94544 2.41121  0.603
H -0.80217 1.79048 -1.16865  0.446
H -2.04673 3.95220 -0.25710  0.496
H -4.59369 3.63820 -0.37912  0.458
H -5.57824 1.39230 -0.31582  0.467
H -4.17675 -0.67235 -0.09731  0.522
H 2.60488 -2.66154 1.52689  0.213
H 4.50742 -4.17203 1.99870  0.453
H 6.83720 -3.38016 1.56903  0.401
H 7.26360 -1.03037 0.82090  0.426
H 5.34103 0.51554 0.42696  0.318
H 2.40062 2.80591 1.95297  0.399
H 2.90308 5.03474 1.02462  0.453
H 3.66659 5.27423 -1.33214  0.448
H 4.08641 3.22308 -2.69660  0.430
H 3.73383 0.97665 -1.73338  0.557
C -2.26688 2.66177 2.91391  -1.125
C -1.94331 1.36674 3.50438  0.362
C -2.43194 0.80037 4.69358  -1.172
C -1.84784 -0.47104 4.83010  -0.965
C -1.04226 -0.67056 3.69119  -0.002
C -0.27859 -1.90036 3.45392  -0.899
N -1.13206 0.45491 2.88060  1.020
H -2.57853 3.32679 3.72063  0.532
H -3.12018 2.58107 2.23487  0.086
H -1.43714 3.12853 2.37225  0.169
H -3.15740 1.29006 5.31751  0.521
H -1.99367 -1.20763 5.61301  0.523
H 0.50016 -2.01783 4.22503  0.411
H -0.95929 -2.75528 3.56809  0.438
H 0.17388 -1.95170 2.45497  -0.018

Forces on atoms 1 to 3 (eV/Å):
-1.004 -0.166 4.983
-1.126 -0.883 -0.554
-0.678 0.498 -0.951

Record 2
Below is a molecular structure, C41H45NP2W, with properties calculated with ωB97M-V/def2-TZVPD.

Its frontier orbital gap (alpha / beta) is 5.3 / 4.0 eV. The total energy comes out at -65117.80247 eV. As for the spin multiplicity: 3. Its expectation value of S² is 2.04. The net charge is +2. As for the LUMO energy (alpha / beta): -0.2578 / -0.3051 hartree. Its largest force on an atom is 5.14 eV/Å.

Each line ends with the Mulliken charge.
Geometry (Å):
W -0.76759 0.11528 -0.07842  0.762
C 0.96059 1.54441 0.53971  -0.353
C -0.31169 2.16981 0.32362  -0.182
C -0.65829 2.94436 -0.92204  -0.636
C -1.16522 2.09599 -2.12914  -1.054
C -0.84507 0.62993 -2.10114  -0.213
C 0.49438 0.14212 -1.76235  -0.604
C 1.67904 1.06327 -1.83148  -1.022
C 2.08182 1.60379 -0.43796  -0.942
C -0.92867 -1.93239 -0.57939  -1.445
H 1.28978 1.48540 1.58213  0.665
H -0.83624 2.48142 1.23034  0.620
H 0.18824 3.58958 -1.22851  0.420
H -1.46380 3.65693 -0.64467  0.226
H -2.25901 2.24942 -2.19727  0.270
H -0.76964 2.56516 -3.05226  0.490
H -1.46476 0.00617 -2.74008  0.730
H 0.73361 -0.90219 -1.95203  0.648
H 1.49078 1.88786 -2.54424  0.264
H 2.52039 0.46394 -2.24300  0.450
H 2.94836 1.01712 -0.07172  0.200
H 2.47906 2.63890 -0.54259  0.428
H -0.40105 -2.49036 0.20230  0.350
H -0.56125 -2.22517 -1.56499  0.532
H -2.01789 -2.13315 -0.50612  0.386
P -8.70541 3.12133 -1.57573  0.283
P -8.64640 1.13080 -4.07399  0.197
C -8.43657 3.75432 -3.25143  -0.730
C -8.48127 2.90600 -4.31463  -0.450
C -9.93221 4.34747 -0.93739  0.346
C -10.07968 5.63165 -1.48964  0.116
C -10.93388 6.56334 -0.89425  -0.672
C -11.72042 6.18945 0.20070  -0.480
C -11.66080 4.88180 0.68831  -0.593
C -10.77900 3.95815 0.11145  -0.307
C -7.11551 3.60515 -0.80663  0.813
C -6.00605 2.83018 -1.20290  -0.874
C -4.74248 3.11878 -0.69856  0.130
C -4.57499 4.16752 0.21653  -0.563
C -5.68177 4.94217 0.60697  -0.796
C -6.95696 4.65600 0.10642  -0.484
C -9.95986 0.88262 -5.41386  0.466
C -11.23407 1.40135 -5.12706  -0.306
C -12.24796 1.36162 -6.08647  -0.677
C -12.00353 0.78365 -7.33601  -0.428
C -10.74565 0.24077 -7.62297  -0.632
C -9.73092 0.27702 -6.65742  -0.267
C -7.19477 0.49900 -4.97124  0.441
C -6.87750 -0.85517 -4.76875  -0.376
C -5.81751 -1.43360 -5.47397  -0.703
C -5.06712 -0.65188 -6.36786  -0.529
C -5.37776 0.70174 -6.55481  -0.761
C -6.43054 1.28655 -5.84610  0.007
H -8.23080 4.82438 -3.37820  0.589
H -8.48927 3.26969 -5.35216  0.805
H -9.52919 5.91644 -2.38345  0.168
H -10.98027 7.57311 -1.29383  0.421
H -12.38892 6.91841 0.66191  0.394
H -12.29762 4.57716 1.51840  0.403
H -10.74050 2.92996 0.48041  0.387
H -6.15204 2.01311 -1.91996  0.290
H -3.88423 2.51701 -1.01643  0.245
H -3.58598 4.37951 0.62483  0.382
H -5.54544 5.76723 1.30547  0.403
H -7.81566 5.25689 0.41735  0.361
H -11.42301 1.85284 -4.14961  0.369
H -13.22525 1.78499 -5.85820  0.388
H -12.79075 0.75470 -8.08873  0.387
H -10.54604 -0.20741 -8.59385  0.400
H -8.75604 -0.15599 -6.88751  0.292
H -7.47610 -1.45472 -4.07465  0.399
H -5.58880 -2.48761 -5.33391  0.459
H -4.24444 -1.10237 -6.92085  0.453
H -4.80835 1.30829 -7.25851  0.441
H -6.66535 2.34062 -5.98851  0.386
C -2.19164 -0.34224 2.34960  -1.032
C -0.79458 -0.66292 2.65623  0.487
C -0.18715 -1.15961 3.81455  -1.083
C 1.17389 -1.36709 3.53101  -0.565
C 1.39142 -0.99708 2.20014  0.282
C 2.70402 -1.08945 1.53482  -1.242
N 0.16025 -0.58993 1.68361  0.204
H -2.79886 -1.26240 2.33797  0.327
H -2.42153 0.20306 1.37789  0.306
H -2.59795 0.28202 3.15627  0.433
H -0.73205 -1.35644 4.72512  0.510
H 1.95851 -1.77466 4.16512  0.486
H 3.28322 -0.15025 1.54328  0.217
H 2.69650 -1.51143 0.51923  0.245
H 3.30688 -1.78929 2.14911  0.445

Forces on atoms 1 to 3 (eV/Å):
-1.536 -3.201 3.714
-0.702 3.067 0.208
2.112 1.320 0.834